(1)
Formula: CFNOS
Source: the OMol25 dataset
Level of theory: ωB97M-V/def2-TZVPD

## Properties
Energy above the lowest of the compared OMol25 structures with the same formula, charge and spin, kcal per mole: 90.34
Frontier orbital gap (spin up / spin down), hartree: 0.18265 / 0.18205
HOMO energy (spin up / spin down), eV: -9.732 / -9.719
DFT total energy, a.u.: -665.9659

Geometry as XYZ:
```
5
Properties=species:S:1:pos:R:3:forces:R:3:mulliken_charge:R:1
C 1.37902 0.18177 0.00022 1.963 -1.556 0.112 0.5533
N 2.39875 -0.40834 0.03476 0.200 -0.510 0.020 -0.4018
O 0.44125 0.90584 -0.03998 -3.723 2.186 -0.107 -0.4786
F -2.03581 -1.14467 -0.02429 -0.272 1.445 0.056 -0.1394
S -2.18321 0.46540 0.02929 1.833 -1.564 -0.081 0.4664
```
Positions in Å, forces in eV/Å.


(2)
Formula: C48H43I3NO4Pb
Source: the OMol25 dataset
Level of theory: ωB97M-V/def2-TZVPD

## Properties
Energy above the lowest of the compared OMol25 structures with the same formula, charge and spin, kcal per mole: 53.15
Frontier orbital gap, hartree: 0.23940
Charge: -1
HOMO energy, eV: -4.686
DFT total energy, a.u.: -3296.6365

Geometry as XYZ:
```
100
Properties=species:S:1:pos:R:3:forces:R:3:mulliken_charge:R:1
Pb 0.72261 -0.98494 0.79808 0.487 0.413 0.160 1.0458
C 0.19763 -1.64488 -4.81105 0.009 -0.031 -0.003 -1.9003
C -0.98916 -0.95231 -4.15152 -0.002 -0.018 0.027 1.3821
C -1.99939 -0.49598 -5.18983 -0.032 -0.015 -0.051 -1.9067
O -0.53599 0.16862 -3.42939 -0.026 -0.060 0.027 0.0989
C -0.41315 -0.18556 -2.04903 0.018 0.093 -0.103 -1.3171
C -1.53248 -1.23931 -1.87896 0.032 -0.019 -0.048 -0.0663
O -1.61862 -1.80091 -3.20398 -0.007 -0.011 -0.028 -0.3528
C -1.46604 -2.37912 -0.80342 0.096 0.052 0.093 1.5276
O -1.35246 -1.78959 0.44535 -0.131 -0.043 -0.076 -0.5368
C -2.83057 -3.08957 -0.90457 -0.059 -0.021 0.007 -0.3393
C -3.10447 -4.05593 -1.86803 0.009 0.004 0.008 -0.1372
C -4.35818 -4.64552 -1.94391 0.011 0.003 0.002 -0.9643
C -5.35959 -4.27556 -1.05634 0.003 0.005 0.002 -0.5048
C -5.09388 -3.31186 -0.09433 -0.005 0.001 -0.001 -0.7851
C -3.83830 -2.72362 -0.01943 -0.003 -0.029 -0.016 -0.4587
C -0.36690 -3.45949 -0.96869 -0.014 -0.023 -0.030 -0.0959
C 0.24871 -3.83723 -2.15587 0.034 0.016 0.021 -0.0062
C 1.24431 -4.81052 -2.17555 -0.003 0.000 0.003 -1.0186
C 1.62234 -5.45471 -1.01076 -0.010 -0.005 -0.008 -0.7009
C 0.97776 -5.12656 0.17693 -0.009 0.020 0.014 -0.7783
C 0.00073 -4.14672 0.19307 -0.032 0.000 0.023 -0.4398
C -0.43057 1.13828 -1.22210 -0.023 -0.127 0.306 2.2806
O -0.32195 0.87005 0.13926 0.082 -0.018 -0.151 0.5670
C -1.68868 2.00424 -1.42971 -0.012 0.110 -0.015 0.5737
C -1.76618 3.16340 -0.65630 -0.014 0.034 -0.023 -0.4178
C -2.85741 4.01075 -0.72266 0.014 -0.016 -0.010 -0.9058
C -3.90879 3.72711 -1.58571 0.008 0.011 0.017 -0.6009
C -3.83721 2.59594 -2.37924 -0.001 -0.010 -0.008 -1.0083
C -2.73672 1.74740 -2.30614 0.009 -0.035 0.019 -0.1479
C 0.77961 1.99691 -1.66600 -0.012 0.063 -0.101 -0.3143
C 0.87870 2.55552 -2.94329 0.011 -0.007 -0.038 -0.0378
C 1.95936 3.35183 -3.28991 0.003 0.000 0.026 -0.9255
C 2.95022 3.64148 -2.35692 -0.011 -0.006 -0.004 -0.7564
C 2.83963 3.12573 -1.07624 0.014 -0.012 -0.003 -0.5772
C 1.76933 2.30180 -0.74006 0.014 0.082 0.039 -0.1470
H 0.58537 -1.01109 -5.61002 -0.004 0.011 0.014 0.4157
H -0.10403 -2.60154 -5.24163 -0.004 0.000 0.014 0.4082
H 0.99451 -1.81322 -4.08637 0.011 -0.001 0.006 0.2886
H -1.59533 0.34404 -5.75598 0.009 -0.003 0.002 0.3352
H -2.92774 -0.19428 -4.70844 0.009 0.019 -0.003 0.4147
H -2.21847 -1.31160 -5.88027 -0.010 -0.005 0.021 0.4787
H 0.56995 -0.65702 -1.89302 0.033 -0.014 -0.006 0.7697
H -2.46390 -0.71916 -1.64269 -0.003 -0.026 0.024 0.4779
H -2.32963 -4.35147 -2.56362 -0.020 -0.006 0.002 0.3431
H -4.55136 -5.39913 -2.69808 -0.004 -0.002 -0.001 0.3943
H -6.33813 -4.73709 -1.11169 0.001 -0.004 -0.005 0.3729
H -5.86783 -3.01703 0.60441 0.005 0.004 0.003 0.4120
H -3.61054 -1.97717 0.72937 0.003 0.008 0.002 0.4264
H -0.04995 -3.37832 -3.07927 -0.021 0.034 -0.030 0.6234
H 1.72045 -5.06000 -3.11682 0.005 -0.007 0.003 0.4475
H 2.39677 -6.21182 -1.02465 0.005 0.006 -0.005 0.3870
H 1.24485 -5.62995 1.09829 -0.003 -0.005 -0.002 0.4494
H -0.49246 -3.88139 1.12050 0.008 -0.003 -0.004 0.5779
H -0.95326 3.41150 0.01139 0.025 -0.047 0.012 0.1617
H -2.88252 4.89197 -0.09385 -0.020 0.007 -0.003 0.4283
H -4.76988 4.38206 -1.63636 0.000 0.002 -0.011 0.3632
H -4.64222 2.35922 -3.06499 -0.005 0.003 0.001 0.4554
H -2.70756 0.88555 -2.95089 -0.026 0.044 0.026 -0.0768
H 0.09607 2.36890 -3.66568 0.032 0.014 0.019 0.4565
H 2.01985 3.76496 -4.28966 0.007 -0.001 0.001 0.4241
H 3.78784 4.27290 -2.62642 0.000 0.003 0.000 0.4132
H 3.58306 3.36353 -0.32276 0.001 -0.002 -0.012 0.4892
H 1.67388 1.93475 0.27242 -0.057 -0.027 -0.024 -0.1114
I -1.25155 -1.19938 3.48794 -0.441 -0.341 0.117 -0.0303
C 0.32309 -0.86662 4.80126 0.232 0.176 -0.049 0.6677
C 0.18141 -1.17000 6.12426 -0.098 0.006 0.014 -0.5658
C 1.23789 -0.90595 7.02084 0.087 0.044 -0.022 -0.6046
C 2.39105 -0.33838 6.56160 -0.050 -0.020 -0.020 -0.9396
C 2.55259 -0.02019 5.18959 0.027 -0.001 0.041 1.3079
C 3.74432 0.59140 4.73113 -0.026 0.004 -0.085 -0.8503
C 3.88655 0.89786 3.41022 -0.007 -0.001 0.080 -1.2596
C 2.85756 0.57451 2.49685 0.007 0.030 -0.025 -0.1801
C 1.66619 -0.00005 2.86698 -0.046 -0.267 -0.036 -0.4954
C 1.51174 -0.29490 4.25874 -0.075 0.021 -0.077 0.1024
H -0.74275 -1.60049 6.48688 0.009 0.001 0.006 0.3913
H 1.12174 -1.14746 8.07012 -0.009 -0.003 -0.002 0.3839
H 3.20597 -0.11525 7.24161 -0.005 -0.003 0.009 0.3539
H 4.52742 0.81459 5.44696 0.001 0.003 0.004 0.3381
H 4.79377 1.37589 3.05708 -0.004 0.005 -0.009 0.3789
H 3.05063 0.78939 1.44397 0.022 -0.055 0.021 0.1637
I 3.89087 -1.70230 -1.87249 -0.066 -0.081 -0.076 0.0971
N -1.11262 2.42392 2.59326 -0.098 -0.183 -0.316 -0.4132
C -0.01773 2.94523 3.26247 0.064 0.067 0.041 0.3715
C 0.17651 2.75183 4.63334 -0.012 0.012 -0.028 -0.3824
C 1.27632 3.29736 5.27587 -0.002 0.045 -0.013 -0.3567
C 2.20465 4.05931 4.57808 -0.035 -0.022 0.021 -0.6101
C 2.00847 4.26737 3.21836 0.000 -0.001 -0.011 -0.6504
C 0.91340 3.72644 2.56756 0.022 -0.005 0.053 -0.1448
H -0.90094 2.04082 1.66822 0.040 0.095 0.054 -0.5226
H -1.63330 1.72568 3.10082 0.069 0.025 0.224 0.2493
H -0.52373 2.13234 5.18395 0.002 0.002 0.004 0.3208
H 1.41705 3.10614 6.33352 0.001 -0.002 -0.001 0.3498
H 3.07000 4.47099 5.08156 -0.003 0.002 -0.002 0.3809
H 2.72060 4.85890 2.65351 -0.005 -0.007 -0.003 0.3601
H 0.77300 3.89611 1.50718 -0.001 -0.004 -0.023 0.4944
I 5.38634 0.73683 -4.02603 -0.001 -0.031 -0.013 0.0207
C 4.00564 0.32098 -2.46848 -0.027 0.085 -0.025 -0.1768
H 4.30893 0.90341 -1.61122 0.010 0.004 0.016 0.3739
H 3.02693 0.63633 -2.81254 -0.005 -0.005 0.009 -0.2773
```
Positions in Å, forces in eV/Å.


What is the DFT total energy in the second record? -3296.6365 a.u.


Which formula does entry 1 have? CFNOS